No. 1
C7H16CaO4 as an isolated structure in a non-equilibrium geometry. Source: the OMol25 dataset; level of theory: the ωB97M-V functional and the def2-TZVPD basis.

Summary:
Orbital gap (alpha / beta) in eV: 9.113 / 7.876
Expectation value of S²: 0.753
LUMO energy (alpha / beta) in eV: -2.79 / -4.04

Structure (ORCA input):
```
! wB97M-V def2-TZVPD RIJCOSX def2/J DEFGRID3
* xyz 1 2
C 2.399 0.552 -0.031
O 1.464 -0.099 -0.878
H 2.157 1.623 -0.051
H 2.288 0.160 0.988
H 3.417 0.375 -0.407
C -1.905 1.565 -2.062
O -0.825 0.725 -1.997
C 0.363 1.132 -2.698
C 1.459 0.126 -2.401
O -0.473 -2.517 0.243
C -1.062 -2.703 1.494
C -0.753 -1.531 2.419
O -0.987 -0.320 1.684
C -0.818 0.880 2.423
H -2.880 1.080 -2.119
H -1.707 2.550 -1.644
H 0.645 2.131 -2.334
H 0.142 1.178 -3.772
H 1.340 -0.684 -3.130
H 2.501 0.362 -2.663
H -0.694 -3.621 1.989
H -2.163 -2.814 1.422
H 0.310 -1.543 2.714
H -1.383 -1.534 3.321
H -0.818 1.722 1.724
H -1.646 1.000 3.135
H 0.122 0.859 2.993
Ca -0.492 -0.654 -0.362
*
```

***

No. 2
A 5-piece molecular cluster, C7H16Cl12NOP2 overall. Source: the OMol25 dataset; level of theory: the ωB97M-V functional and the def2-TZVPD basis.

Summary:
Orbital gap in eV: 9.125
LUMO energy in eV: -3.69

Structure (ORCA input):
```
! wB97M-V def2-TZVPD RIJCOSX def2/J DEFGRID3
* xyz 1 1
C 3.925 -1.207 -2.698
C 3.197 -2.249 -3.541
C 1.695 -2.148 -3.525
O 1.293 -0.777 -3.901
P -0.195 -0.294 -3.847
P -1.728 -0.677 -2.179
N -3.011 -0.985 -2.959
H 4.921 -1.021 -3.090
H 4.043 -1.533 -1.665
H 3.395 -0.256 -2.700
H 3.533 -2.217 -4.576
H 3.409 -3.259 -3.181
H 1.249 -2.812 -4.262
H 1.265 -2.351 -2.540
H -0.942 -0.837 -4.905
H -0.105 1.081 -4.090
H -1.050 -1.565 -1.325
H -1.658 0.577 -1.564
H -3.445 -1.900 -2.922
C 1.055 0.094 0.941
Cl 1.366 1.492 1.926
Cl -0.501 -0.638 1.318
Cl 1.110 0.537 -0.805
H 1.834 -0.642 1.094
C -5.133 -1.933 1.561
Cl -6.182 -0.640 2.099
Cl -3.732 -1.263 0.674
Cl -4.583 -2.934 2.891
H -5.676 -2.556 0.862
C -1.364 3.479 3.271
Cl -1.594 2.074 4.317
Cl -2.561 3.502 1.977
Cl -1.373 4.977 4.192
H -0.387 3.384 2.818
C 1.479 3.120 6.085
Cl 1.713 1.398 6.370
Cl 2.276 4.095 7.302
Cl 2.049 3.561 4.460
H 0.416 3.324 6.115
*
```

***

No. 3
C7H16Cl2InO3 as an isolated structure. Source: the OMol25 dataset; level of theory: the ωB97M-V functional and the def2-TZVPD basis.

Summary:
Orbital gap in eV: 7.355
LUMO energy in eV: 2.80

Structure (ORCA input):
```
! wB97M-V def2-TZVPD RIJCOSX def2/J DEFGRID3
* xyz -1 1
C -2.507 -0.941 1.879
C -2.943 -2.048 0.952
Cl -4.318 -2.917 1.768
C -1.760 -2.938 0.678
Cl -2.230 -4.481 -0.139
In -0.165 -1.889 -0.531
C -0.775 0.258 -0.974
O -0.052 0.707 -2.145
C 0.896 1.681 -1.928
O 2.170 1.138 -1.635
C 2.554 1.133 -0.281
C 3.277 2.397 0.172
O 2.698 3.618 -0.276
H -2.174 -1.378 2.809
H -1.689 -0.394 1.426
H -3.322 -0.252 2.066
H -3.309 -1.649 0.017
H -1.328 -3.227 1.625
H 0.068 -2.668 -2.114
H 1.335 -1.786 0.439
H -0.587 0.917 -0.127
H -1.837 0.339 -1.183
H 1.001 2.259 -2.843
H 0.575 2.357 -1.137
H 1.724 0.895 0.375
H 3.257 0.314 -0.164
H 3.282 2.385 1.261
H 4.293 2.400 -0.196
H 1.867 3.769 0.205
*
```

***

No. 4
C7H16Cl2N2O3PSm as an isolated structure in a non-equilibrium geometry. Source: the OMol25 dataset; level of theory: the ωB97M-V functional and the def2-TZVPD basis.

Summary:
Orbital gap (alpha / beta) in eV: 8.251 / 8.657
Expectation value of S²: 8.760
LUMO energy (alpha / beta) in eV: -7.85 / -7.44

Structure (ORCA input):
```
! wB97M-V def2-TZVPD RIJCOSX def2/J DEFGRID3
* xyz 2 6
C 0.721 -3.448 -1.065
C 1.073 -2.200 -0.320
H -0.381 -3.506 -1.061
H 1.156 -4.391 -0.648
H 1.083 -3.316 -2.100
O 0.164 -1.521 0.235
Cl 2.657 -1.606 -0.402
Sm 0.099 0.704 1.066
P -0.105 0.829 -1.941
C -1.637 1.349 -2.784
C 1.061 2.197 -2.300
H 1.469 -0.776 -2.908
H 0.520 0.100 -4.146
H -0.245 -1.228 -3.229
C 0.471 -0.396 -3.165
H 2.066 1.919 -1.943
H 1.070 2.370 -3.384
H -1.429 1.499 -3.854
H -2.023 2.277 -2.339
H 0.742 3.111 -1.780
H -2.392 0.556 -2.664
C -2.301 1.036 0.441
O -3.423 1.219 0.236
Cl 0.654 3.040 1.808
N -0.088 1.197 4.962
C -0.098 0.020 4.336
N -0.195 -1.129 5.011
O 0.005 -0.035 3.056
H -0.204 1.221 5.968
H 0.030 2.055 4.432
H -0.211 -1.988 4.471
H -0.308 -1.158 6.014
*
```

***

No. 5
C7H16ClI2NO2PTm as an isolated structure in a non-equilibrium geometry. Source: the OMol25 dataset; level of theory: the ωB97M-V functional and the def2-TZVPD basis.

Summary:
Orbital gap (alpha / beta) in eV: 5.281 / 5.256
Expectation value of S²: 2.432
LUMO energy (alpha / beta) in eV: -10.76 / -10.77

Structure (ORCA input):
```
! wB97M-V def2-TZVPD RIJCOSX def2/J DEFGRID3
* xyz 2 3
I -1.815 -1.526 -0.278
I -1.761 1.660 -0.453
Tm 0.980 -0.046 0.346
P 0.508 0.009 -2.618
C -1.099 0.007 -3.512
C 1.314 1.381 -3.526
H 2.284 -1.584 -3.047
H 1.404 -1.173 -4.553
H 0.679 -2.306 -3.363
C 1.293 -1.403 -3.483
H 2.311 1.557 -3.101
H 1.417 1.123 -4.590
H -0.920 0.017 -4.599
H -1.684 0.889 -3.232
H 0.720 2.299 -3.428
H -1.675 -0.883 -3.243
C -3.506 0.298 1.574
O -4.467 -0.126 2.009
Cl 3.371 -0.179 0.089
C 0.628 -0.283 5.083
N -0.534 0.323 4.413
C -1.686 0.752 5.230
C -0.551 0.473 3.117
O 0.413 0.104 2.357
H 0.407 -0.288 6.153
H 1.534 0.306 4.894
H 0.779 -1.313 4.733
H -1.853 1.833 5.129
H -2.600 0.236 4.913
H -1.475 0.519 6.273
H -1.454 0.927 2.667
*
```

***

No. 6
One molecule with the formula C7H16ClN2O3P in a non-equilibrium geometry. Source: the OMol25 dataset; level of theory: the ωB97M-V functional and the def2-TZVPD basis.

Summary:
Orbital gap in eV: 9.741
SMILES string: CCN(CC)[P@](=O)(Cl)O[N+]([O-])=C(C)C
LUMO energy in eV: 0.70

Structure (ORCA input):
```
! wB97M-V def2-TZVPD RIJCOSX def2/J DEFGRID3
* xyz 0 1
C 3.113 -1.082 -1.045
C 3.015 0.269 -0.348
N 1.694 0.475 0.217
C 1.439 -0.033 1.552
C 1.735 0.993 2.641
P 0.551 1.072 -0.798
O 1.014 1.521 -2.099
Cl -0.421 2.499 0.222
O -0.666 0.001 -1.038
N -1.706 -0.547 -0.155
O -1.309 -1.064 0.882
C -2.907 -0.459 -0.610
C -4.004 -1.072 0.190
C -3.184 0.235 -1.898
H 2.891 -1.892 -0.353
H 2.393 -1.114 -1.860
H 4.112 -1.230 -1.447
H 3.749 0.347 0.459
H 3.201 1.065 -1.070
H 2.062 -0.920 1.699
H 0.398 -0.351 1.625
H 1.608 0.526 3.617
H 2.757 1.364 2.560
H 1.052 1.837 2.570
H -3.692 -1.199 1.225
H -4.893 -0.445 0.146
H -4.257 -2.055 -0.213
H -4.211 0.060 -2.201
H -3.024 1.310 -1.792
H -2.511 -0.110 -2.682
*
```

***

No. 7
A 2-piece molecular cluster, C7H16F7N3O3PS overall in a non-equilibrium geometry. Source: the OMol25 dataset; level of theory: the ωB97M-V functional and the def2-TZVPD basis.

Summary:
Orbital gap in eV: 9.146
LUMO energy in eV: 2.41

Structure (ORCA input):
```
! wB97M-V def2-TZVPD RIJCOSX def2/J DEFGRID3
* xyz -1 1
N 5.218 -0.734 -0.179
C 3.779 -0.430 -0.125
C 3.235 -0.151 -1.513
C 1.704 0.031 -1.531
C 1.290 1.381 -0.941
N 0.101 1.274 -0.069
C 0.272 0.418 1.126
C -0.865 -0.602 1.352
C -1.324 -1.293 0.087
N -1.130 -2.748 0.127
O -1.819 -0.782 -0.889
S -0.484 2.736 0.378
O 0.514 3.531 1.026
O -1.755 2.606 0.988
F -0.657 3.331 -1.049
H 5.677 -0.423 0.667
H 5.643 -0.200 -0.929
H 3.573 0.407 0.549
H 3.249 -1.302 0.269
H 3.701 0.753 -1.921
H 3.487 -0.991 -2.163
H 1.353 -0.061 -2.556
H 1.285 -0.795 -0.955
H 2.113 1.877 -0.415
H 1.016 2.030 -1.769
H 1.236 -0.082 1.088
H 0.308 1.067 2.006
H -1.677 -0.120 1.885
H -0.447 -1.374 1.997
H -0.439 -2.974 -0.583
H -2.012 -3.121 -0.219
F -4.302 -1.657 -0.152
P -5.162 -0.458 0.615
F -3.672 0.059 1.085
F -6.580 -0.087 1.387
F -5.071 -1.477 1.918
F -6.144 -0.749 -0.685
F -5.216 1.109 0.092
*
```

***

No. 8
C7H16FFeO4 as an isolated structure in a non-equilibrium geometry. Source: the OMol25 dataset; level of theory: the ωB97M-V functional and the def2-TZVPD basis.

Summary:
Orbital gap (alpha / beta) in eV: 8.796 / 8.441
Expectation value of S²: 6.010
LUMO energy (alpha / beta) in eV: -4.34 / -4.75

Structure (ORCA input):
```
! wB97M-V def2-TZVPD RIJCOSX def2/J DEFGRID3
* xyz 1 5
F -2.083 -2.119 1.381
C 0.119 -2.543 -1.309
O 0.073 -1.288 -0.692
C -0.322 -1.199 1.476
C -0.901 0.146 1.901
O -0.435 1.142 0.994
C -1.439 1.830 0.239
C -0.702 2.619 -0.814
O 0.176 1.707 -1.475
C 0.695 2.165 -2.721
H -0.284 -2.436 -2.328
H 1.098 -3.050 -1.283
H -0.501 -3.213 -0.691
H -0.358 -1.920 2.324
H -0.527 0.414 2.896
H -1.995 0.133 1.944
H -2.009 2.504 0.891
H -2.117 1.094 -0.217
H -0.096 3.425 -0.374
H -1.421 3.040 -1.529
H 1.343 1.370 -3.104
H -0.126 2.319 -3.432
H 1.246 3.102 -2.559
O 1.066 -0.906 1.422
C 1.970 -1.964 1.762
Fe 0.984 0.317 -0.253
H 2.976 -1.536 1.754
H 1.678 -2.355 2.743
H 1.896 -2.796 1.052
*
```

***

| no. | calculated total energy (a.u.) |
| --- | --- |
| 1 | -1254.5680 |
| 2 | -6610.9942 |
| 3 | -1612.4925 |
| 4 | -2530.8561 |
| 5 | -2963.1881 |
| 6 | -1413.0882 |
| 7 | -2105.1265 |
| 8 | -1940.3897 |